[1]
A single CH2BN3O8 molecule at a distorted geometry. Source: OMol25; level of theory: ωB97M-V/def2-TZVPD.

The max |F| comes out at 5.0 eV Å⁻¹. The spin multiplicity is 1. Its energy above the lowest of the compared OMol25 structures with the same formula, charge and spin is 0.115 eV. As for the total charge: 0. The value obtained for the LUMO energy is -0.0401 Eh.

Structure (XYZ):
```
15
Properties=species:S:1:pos:R:3:forces:R:3
B 2.247 0.117 0.099 -0.9 1.0 -2.3
C -1.386 0.070 -0.033 0.3 -0.4 0.0
N -0.225 0.699 0.088 -0.4 -0.3 0.2
N -1.373 -1.415 0.027 0.0 0.6 0.6
N -2.729 0.743 0.018 2.6 -1.6 0.3
O -0.074 1.876 0.070 0.4 1.0 0.0
O -1.411 -1.900 1.139 -0.1 0.1 -0.4
O -3.641 -0.014 0.000 -1.5 -1.5 -0.3
O 0.866 -0.147 0.363 -0.5 -1.0 0.9
O -1.289 -1.992 -1.025 -0.1 -0.2 -0.2
O -2.764 1.908 0.148 0.1 2.6 0.1
O 3.208 -0.794 0.330 0.9 4.0 -1.9
O 2.439 1.198 -0.707 -2.1 0.0 2.0
H 2.993 -1.529 0.779 -1.2 -4.2 2.5
H 3.138 1.181 -1.296 2.5 -0.1 -1.5
```
Forces are in eV/Å.


[2]
2 unconnected molecules or ions with the total composition C4H12 at a distorted geometry. Source: OMol25; level of theory: ωB97M-V/def2-TZVPD.

The max |F| comes out at 4.1 eV Å⁻¹. The spin multiplicity is 2. Its energy above the lowest of the compared OMol25 structures with the same formula, charge and spin is 1.363 eV. As for the total charge: +1. The value obtained for the LUMO energy (spin up / spin down) is -0.1214 / -0.4467 Eh.

Structure (XYZ):
```
16
Properties=species:S:1:pos:R:3:forces:R:3
C 0.063 -1.053 -2.214 -0.2 1.9 -0.8
C 1.053 0.106 -2.046 0.0 -0.2 1.9
H -0.196 -1.506 -1.290 0.4 -1.3 0.8
H -0.905 -0.800 -2.594 -0.6 0.9 -0.4
H 0.439 -1.642 -3.027 0.5 -1.4 0.2
H 0.602 1.081 -1.877 -0.5 0.1 -0.1
H 1.710 0.287 -2.896 0.3 -0.3 0.2
H 1.622 -0.114 -1.072 0.0 0.2 -1.6
C -0.157 0.626 2.740 -3.2 -2.2 1.3
C -0.963 0.314 1.504 1.7 0.0 2.4
H 0.049 1.725 2.825 0.5 0.2 -0.4
H -0.535 0.215 3.787 0.4 0.9 -2.4
H 0.845 0.221 2.654 1.6 0.2 -0.1
H -1.129 -0.859 1.384 -0.4 1.1 0.4
H -0.511 0.707 0.643 0.7 0.4 -1.3
H -1.970 0.730 1.560 -1.3 -0.6 0.1
```
Forces are in eV/Å.


[3]
A molecular structure, C43H67BrN5O6P2Pb at a distorted geometry. Source: OMol25; level of theory: ωB97M-V/def2-TZVPD.

The max |F| comes out at 1.1 eV Å⁻¹. The spin multiplicity is 1. As for the total charge: -1. The value obtained for the LUMO energy is 0.0906 Eh.

Structure (XYZ):
```
125
Properties=species:S:1:pos:R:3:forces:R:3
Pb -0.126 0.352 0.069 -0.3 0.5 0.1
C -0.942 -2.702 -2.930 -0.1 0.1 0.0
C -2.371 -2.308 -2.560 0.2 -0.1 0.2
C -3.324 -3.469 -2.823 0.0 0.1 0.0
P -2.336 -1.568 -0.839 -0.9 -0.6 -0.3
C -4.135 -1.155 -0.557 0.2 0.1 0.0
C -4.225 -0.463 0.804 0.0 -0.1 -0.1
C -4.649 -0.258 -1.681 0.0 -0.1 0.0
C -2.112 -2.968 0.318 0.3 0.2 0.0
C -3.023 -4.025 0.370 0.0 -0.1 0.1
C -2.857 -5.132 1.183 -0.2 -0.1 -0.1
C -3.887 -6.231 1.250 0.1 0.1 0.0
C -1.685 -5.192 1.936 0.0 0.1 0.0
C -0.782 -4.155 1.939 0.0 0.0 0.0
C -0.984 -2.962 1.191 0.1 -0.1 0.0
N -0.092 -1.920 1.244 -0.4 0.0 0.1
C 0.848 -1.870 2.269 0.2 -0.2 0.0
C 0.542 -2.017 3.629 0.1 0.1 0.0
C 1.533 -1.929 4.586 0.0 0.0 0.0
C 2.863 -1.706 4.236 0.1 0.0 0.1
C 3.929 -1.648 5.300 -0.1 0.0 0.0
C 3.172 -1.537 2.894 0.0 0.0 0.0
C 2.190 -1.610 1.910 -0.4 0.1 0.0
P 2.332 -1.231 0.138 0.8 -0.6 -0.3
C 4.155 -0.945 -0.217 -0.1 0.1 0.2
C 4.648 0.349 0.439 -0.1 -0.1 -0.1
C 5.106 -2.112 0.091 -0.1 0.0 0.0
C 2.013 -2.863 -0.737 0.1 0.2 0.0
C 2.475 -4.123 -0.010 -0.1 0.1 -0.1
C 2.526 -2.792 -2.177 -0.1 0.0 0.1
H -0.882 -3.000 -3.980 0.0 0.0 0.0
H -0.612 -3.544 -2.316 0.0 0.0 0.0
H -0.265 -1.860 -2.773 0.1 0.0 -0.1
H -2.653 -1.456 -3.187 0.0 0.0 0.0
H -3.022 -4.347 -2.251 0.0 0.0 0.0
H -3.291 -3.732 -3.884 0.0 0.0 0.0
H -4.356 -3.221 -2.570 0.0 0.0 0.0
H -4.720 -2.079 -0.529 0.0 0.0 0.0
H -3.579 0.416 0.831 0.0 0.1 0.0
H -3.906 -1.140 1.601 0.0 0.0 0.0
H -5.253 -0.151 1.008 0.0 0.0 0.0
H -3.939 0.547 -1.867 0.0 0.1 -0.1
H -5.611 0.181 -1.402 0.0 0.0 0.0
H -4.789 -0.815 -2.608 0.0 0.0 0.0
H -3.916 -3.983 -0.243 0.0 0.0 0.0
H -4.718 -6.028 0.574 0.0 0.0 0.0
H -4.290 -6.323 2.262 -0.1 0.0 0.0
H -3.459 -7.199 0.977 0.0 0.0 0.0
H -1.480 -6.073 2.536 0.0 0.0 0.0
H 0.118 -4.249 2.531 0.0 0.0 0.0
H -0.486 -2.195 3.921 0.0 0.0 0.0
H 1.274 -2.032 5.635 0.0 0.0 0.0
H 4.003 -2.602 5.827 0.0 0.0 0.0
H 3.698 -0.879 6.040 0.0 0.0 0.0
H 4.904 -1.421 4.869 0.0 0.0 0.0
H 4.203 -1.349 2.627 0.0 0.0 0.0
H 4.162 -0.772 -1.298 0.0 0.0 0.0
H 4.563 0.324 1.524 0.0 0.0 0.0
H 4.063 1.190 0.088 0.0 0.2 0.0
H 5.695 0.520 0.175 0.0 0.0 0.0
H 4.830 -2.640 1.003 0.1 0.0 0.0
H 6.123 -1.731 0.217 0.0 0.0 0.0
H 5.131 -2.835 -0.723 0.0 -0.1 0.1
H 0.924 -2.896 -0.772 0.0 0.0 0.0
H 3.556 -4.249 -0.046 0.0 0.0 0.0
H 2.018 -4.999 -0.481 0.0 0.0 0.0
H 2.162 -4.101 1.034 0.0 -0.1 0.0
H 3.610 -2.904 -2.225 0.0 0.0 0.0
H 2.257 -1.839 -2.640 0.0 0.0 -0.1
H 2.081 -3.595 -2.769 0.0 0.0 0.0
C 3.251 3.317 -1.553 0.0 -0.1 0.1
C 2.247 2.529 -0.750 0.0 -0.1 -0.6
N 1.510 1.659 -1.347 0.0 0.2 -0.1
O 1.792 1.478 -2.692 0.3 0.1 0.0
C 2.125 2.728 0.685 0.0 0.2 0.5
C 2.895 3.828 1.366 -0.1 -0.2 0.0
N 1.362 1.916 1.392 0.5 0.2 -0.3
O 1.254 2.075 2.654 -0.1 -0.1 0.1
H 2.727 4.070 -2.145 0.0 0.0 0.0
H 3.739 2.643 -2.255 0.0 0.1 0.0
H 3.995 3.803 -0.929 0.0 0.0 0.0
H 0.919 1.251 -3.131 -0.1 0.0 0.2
H 3.975 3.675 1.292 0.0 0.1 0.0
H 2.621 3.802 2.419 0.0 0.0 0.0
H 2.656 4.811 0.951 0.1 0.0 0.0
C -3.791 3.130 -0.718 -0.2 0.1 0.0
O -2.632 2.423 -1.077 0.3 -0.1 -1.1
H -4.674 2.789 -1.271 0.0 0.0 0.0
H -3.687 4.210 -0.887 0.0 0.0 0.0
H -3.958 2.958 0.348 0.0 0.0 -0.1
H -2.487 2.514 -2.051 0.0 -0.1 0.5
Br 3.626 1.950 -7.209 -0.1 0.0 0.1
C 2.002 2.802 -6.668 0.2 0.0 -0.1
C 1.706 4.044 -7.203 0.0 0.0 0.0
C 0.522 4.661 -6.824 0.0 0.0 0.1
C -0.328 4.040 -5.922 0.0 0.0 -0.1
C -0.010 2.796 -5.390 0.0 0.0 0.1
C 1.170 2.166 -5.767 0.0 0.1 0.0
C -0.953 2.156 -4.368 -0.5 0.4 -0.1
O -2.060 2.715 -4.225 0.2 -0.2 0.3
O -0.535 1.135 -3.765 0.1 -0.3 0.2
H 2.383 4.518 -7.899 0.0 0.0 0.0
H 0.268 5.630 -7.236 0.0 0.0 0.0
H -1.255 4.502 -5.613 0.0 0.0 0.0
H 1.428 1.200 -5.358 0.0 0.0 0.0
C -0.410 4.703 3.308 0.0 0.0 0.0
N -1.157 3.889 2.371 0.1 0.0 -0.1
C -1.080 4.325 0.987 -0.1 -0.1 0.1
C -1.484 2.591 2.642 -0.3 0.0 0.2
O -1.663 1.734 1.773 0.1 0.2 0.0
N -1.691 2.288 3.972 0.0 -0.1 0.0
C -2.439 3.157 4.854 0.0 0.0 0.0
C -1.770 0.879 4.303 0.1 0.1 -0.1
H 0.505 5.050 2.824 0.0 0.0 0.0
H -0.123 4.114 4.174 0.0 0.0 0.0
H -0.984 5.581 3.625 0.0 0.0 0.0
H -1.624 5.268 0.873 0.0 0.0 0.0
H -1.514 3.568 0.340 0.0 0.1 0.0
H -0.040 4.482 0.688 0.0 0.0 0.0
H -2.640 4.114 4.379 0.0 0.0 0.0
H -1.899 3.332 5.789 0.0 0.0 0.0
H -3.404 2.695 5.095 0.0 0.0 0.0
H -1.089 0.328 3.661 0.0 0.0 0.1
H -2.784 0.483 4.167 0.0 0.0 0.0
H -1.469 0.747 5.344 0.0 0.0 0.0
```
Forces are in eV/Å.


[4]
A molecular structure, C47H51BIO10P4Re. Source: OMol25; level of theory: ωB97M-V/def2-TZVPD.

The max |F| comes out at 0.4 eV Å⁻¹. The spin multiplicity is 4. Its energy above the lowest of the compared OMol25 structures with the same formula, charge and spin is 0.236 eV. As for the total charge: +1. The value obtained for the LUMO energy (spin up / spin down) is -0.1381 / -0.1390 Eh.

Structure (XYZ):
```
115
Properties=species:S:1:pos:R:3:forces:R:3
Re 0.851 0.418 -0.106 0.0 0.0 0.4
C 0.175 4.259 3.513 0.0 0.0 0.0
C -0.271 2.928 2.917 0.2 0.0 0.0
O -1.521 2.518 3.476 -0.1 0.0 0.0
P 0.884 1.568 3.289 -0.1 0.1 -0.1
O 0.334 0.973 4.630 0.1 0.0 0.0
O 2.287 2.167 3.659 0.0 -0.1 0.1
O 0.998 0.599 2.155 0.1 -0.1 -0.1
P -0.441 3.053 1.100 0.2 -0.1 -0.1
O 1.105 3.362 0.801 0.0 0.3 0.4
O -1.425 4.093 0.787 -0.1 -0.1 0.0
O -0.689 1.606 0.539 -0.1 0.1 -0.3
H 0.204 4.178 4.600 0.0 0.0 0.0
H -0.546 5.027 3.231 0.0 0.0 0.0
H 1.159 4.551 3.153 0.0 0.0 0.0
H -2.197 3.130 3.151 0.0 0.0 0.0
H -0.617 1.156 4.728 -0.1 0.0 0.0
H 2.987 1.831 3.078 0.0 0.0 -0.1
H 1.219 3.910 0.011 0.0 -0.2 -0.2
C 1.749 -7.501 -1.133 0.0 0.0 0.0
C 0.785 -6.318 -1.299 0.0 0.0 0.0
C -0.470 -6.779 -2.059 0.0 0.0 0.0
C 0.376 -5.782 0.062 0.0 0.0 0.1
C 0.109 -6.623 1.135 0.0 0.1 0.0
C -0.221 -6.122 2.385 0.0 0.0 0.0
C -0.310 -4.756 2.572 0.0 0.0 0.0
C -0.127 -3.879 1.504 0.1 -0.1 0.1
P -0.148 -2.065 1.740 0.0 0.0 -0.1
C 0.978 -2.065 3.177 -0.1 0.1 0.0
C 2.342 -2.158 2.909 0.0 0.0 0.0
C 3.254 -2.216 3.948 0.0 0.0 0.0
C 2.809 -2.187 5.265 0.0 0.0 0.0
C 1.452 -2.105 5.534 0.0 0.0 0.0
C 0.537 -2.046 4.490 0.0 0.0 0.0
C -1.817 -1.769 2.433 0.0 0.0 -0.1
C -2.201 -0.443 2.614 0.1 0.1 0.0
C -3.445 -0.124 3.134 0.0 0.0 0.0
C -4.344 -1.128 3.457 0.0 0.0 0.0
C -3.990 -2.452 3.243 0.0 0.0 0.0
C -2.740 -2.770 2.734 0.0 -0.1 0.0
C 0.235 -4.417 0.282 0.0 0.0 -0.1
O 0.487 -3.495 -0.705 0.0 0.0 -0.1
C 1.311 -3.870 -1.722 -0.1 0.0 0.0
C 1.914 -2.829 -2.413 0.2 0.1 0.0
C 2.628 -3.149 -3.571 0.0 0.0 0.1
C 2.774 -4.462 -3.972 0.0 0.0 0.0
C 2.206 -5.478 -3.224 0.0 0.0 0.0
C 1.465 -5.206 -2.083 0.0 0.0 0.0
P 1.473 -1.047 -2.170 -0.1 0.0 -0.1
C 0.007 -1.147 -3.238 0.0 0.0 0.1
C -1.216 -1.319 -2.605 -0.1 0.0 -0.1
C -2.362 -1.528 -3.361 0.0 0.0 0.0
C -2.280 -1.569 -4.743 0.0 0.0 0.0
C -1.050 -1.408 -5.373 -0.1 0.0 0.0
C 0.094 -1.204 -4.624 0.0 0.0 0.0
C 2.915 -0.304 -3.005 0.0 0.2 0.1
C 2.816 0.737 -3.915 0.0 -0.1 -0.1
C 3.960 1.319 -4.447 0.0 0.0 0.0
C 5.212 0.869 -4.066 0.0 0.0 0.0
C 5.319 -0.178 -3.159 0.0 0.0 0.0
C 4.182 -0.760 -2.631 0.0 0.0 0.0
H 1.277 -8.318 -0.592 0.0 0.0 0.0
H 2.647 -7.203 -0.594 0.0 0.0 0.0
H 2.043 -7.903 -2.100 0.0 0.0 0.0
H -0.981 -7.563 -1.501 0.0 0.0 0.0
H -0.199 -7.173 -3.039 0.0 0.0 0.0
H -1.165 -5.951 -2.203 0.0 0.0 0.0
H 0.184 -7.693 1.005 0.0 0.0 0.0
H -0.384 -6.796 3.213 0.0 0.0 0.0
H -0.507 -4.365 3.561 0.0 0.0 0.0
H 2.697 -2.181 1.884 0.0 0.0 0.0
H 4.312 -2.287 3.734 0.0 0.0 0.0
H 3.520 -2.233 6.078 0.0 0.0 0.0
H 1.102 -2.086 6.557 0.0 0.0 0.0
H -0.522 -1.982 4.705 0.0 0.0 0.0
H -1.535 0.354 2.323 0.0 -0.1 0.0
H -3.714 0.915 3.267 0.0 0.0 0.0
H -5.318 -0.883 3.856 0.0 0.0 0.0
H -4.689 -3.245 3.467 0.0 0.0 0.0
H -2.512 -3.809 2.555 0.0 0.0 0.0
H 3.067 -2.375 -4.179 0.0 0.0 0.0
H 3.326 -4.690 -4.872 0.0 0.0 0.0
H 2.325 -6.501 -3.550 0.0 0.0 0.0
H -1.289 -1.297 -1.521 0.0 0.0 0.0
H -3.315 -1.660 -2.866 0.0 0.0 0.0
H -3.171 -1.733 -5.333 0.0 0.0 0.0
H -0.986 -1.446 -6.452 0.0 0.0 0.0
H 1.050 -1.081 -5.118 0.0 0.0 0.0
H 1.847 1.079 -4.229 0.0 0.0 0.0
H 3.864 2.121 -5.167 0.0 0.0 0.0
H 6.103 1.322 -4.479 0.0 0.0 0.0
H 6.291 -0.541 -2.859 0.0 0.0 0.0
H 4.288 -1.570 -1.922 0.0 0.0 0.0
I 3.437 0.697 0.233 0.0 0.0 0.0
C 0.417 5.033 -3.172 0.0 0.0 0.0
C -0.379 3.813 -2.745 0.0 0.1 0.0
C -1.737 4.239 -2.214 0.0 0.0 0.0
O 0.355 3.185 -1.642 0.0 0.0 0.0
B 0.408 1.823 -1.833 0.1 0.1 0.0
O -0.028 1.492 -3.076 -0.1 -0.1 0.1
C -0.463 2.669 -3.814 0.0 0.0 0.0
C 0.466 2.857 -5.005 0.0 0.1 0.0
C -1.864 2.368 -4.324 0.0 0.0 0.0
H 0.363 5.791 -2.392 0.0 0.0 0.0
H 0.006 5.468 -4.083 0.0 0.0 0.0
H 1.464 4.792 -3.346 0.0 0.0 0.0
H -1.606 4.931 -1.389 0.0 0.0 0.0
H -2.311 3.395 -1.840 0.0 0.0 0.0
H -2.308 4.729 -3.002 0.0 0.0 0.0
H 1.480 3.127 -4.718 0.0 0.0 0.0
H 0.082 3.641 -5.657 0.0 0.0 0.0
H 0.496 1.933 -5.584 0.0 0.0 0.0
H -2.517 2.025 -3.525 0.0 0.0 0.0
H -1.809 1.581 -5.075 0.0 0.0 0.0
H -2.307 3.249 -4.786 0.0 0.0 0.0
```
Forces are in eV/Å.


[5]
13 unconnected molecules or ions with the total composition H26N2O14 at a distorted geometry. Source: OMol25; level of theory: ωB97M-V/def2-TZVPD.

The max |F| comes out at 15.1 eV Å⁻¹. The spin multiplicity is 1. Its energy above the lowest of the compared OMol25 structures with the same formula, charge and spin is 4.206 eV. As for the total charge: 0. The value obtained for the LUMO energy is -0.0328 Eh.

Structure (XYZ):
```
42
Properties=species:S:1:pos:R:3:forces:R:3
N 33.146 5.183 38.110 -0.5 -3.0 1.5
H 32.889 4.750 38.962 -0.5 -1.4 1.6
H 33.204 6.048 38.434 0.8 5.7 0.8
H 32.295 5.071 37.643 -1.3 -0.6 -2.7
H 34.010 4.734 37.963 1.3 -0.9 -1.7
N 32.549 7.322 35.451 -1.4 -1.3 5.2
O 33.354 6.603 34.882 0.6 0.2 -1.6
O 31.300 7.136 35.383 1.0 0.6 -1.2
O 32.949 7.984 36.507 0.1 0.3 -1.8
O 37.246 4.793 35.886 -4.0 3.0 0.0
H 36.410 5.395 36.301 3.5 -1.5 -1.3
H 37.640 4.466 36.658 1.1 -0.8 1.7
O 33.234 2.229 36.720 2.2 0.0 -0.1
H 33.841 1.849 37.460 -1.4 1.4 -2.7
H 33.822 2.699 35.968 -1.2 -1.4 2.5
O 31.470 7.385 39.876 0.7 0.8 0.8
H 31.787 8.053 40.513 0.6 0.2 -0.9
H 30.812 7.066 40.474 -1.2 -1.1 0.2
O 34.815 3.966 35.097 3.5 -0.8 0.2
H 34.313 4.719 35.324 -1.2 1.7 0.0
H 35.818 4.261 35.249 -2.8 -1.4 -0.7
O 30.800 4.211 35.528 -0.3 -0.5 1.0
H 30.342 4.257 36.382 -0.2 -0.8 -0.3
H 30.942 5.149 35.496 0.5 1.4 -1.2
O 29.830 5.287 37.877 2.1 -3.7 0.0
H 29.397 6.071 37.987 -1.8 3.3 0.6
H 29.869 4.769 38.697 -0.4 0.7 -0.6
O 35.474 5.637 40.358 2.0 -6.5 2.7
H 35.786 6.446 40.201 1.4 5.6 -1.3
H 36.387 5.253 40.777 -3.5 0.9 -1.5
O 35.826 7.070 36.823 -0.1 0.8 7.1
H 35.412 7.785 37.547 1.5 -3.2 -2.5
H 35.548 7.542 36.121 -1.8 2.1 -4.7
O 35.269 2.955 38.347 -13.3 0.3 4.1
H 35.276 2.318 39.049 -0.7 -0.5 0.9
H 36.044 2.953 38.141 14.3 0.4 -4.6
O 33.467 3.710 41.754 -7.2 -4.5 4.7
H 33.894 3.222 42.492 -1.4 -0.1 -0.1
H 34.194 4.011 41.472 8.6 4.7 -4.6
O 31.289 3.199 39.272 3.3 4.2 2.2
H 30.627 2.674 39.028 -4.0 -4.1 -2.1
H 30.803 3.839 39.821 0.8 -0.4 0.4
```
Forces are in eV/Å.


Q: Look up the spin multiplicity of the second one.
A: 2


Q: Look up the total charge of the fifth one.
A: 0


Q: total charge of number 4 (C47H51BIO10P4Re)?
A: +1


Q: Among the records above, which one has the highest max |F|?
A: H26N2O14